A cluster of 15 separate species, C19H20BrCl42F2NO5S in total in a non-equilibrium geometry, computed with ωB97M-V/def2-TZVPD.

Geometry (Å):
C (1.22094, 0.08908, -1.42899)
C (0.05264, -0.47928, -0.54902)
Br (0.60364, -1.96580, 0.64381)
C (-0.75233, 0.66208, 0.23380)
O (-0.49356, 0.68621, 1.65839)
S (0.86942, 1.50328, 2.07192)
O (1.44902, 2.22145, 0.94129)
O (2.02093, 0.25558, 2.39782)
N (3.02744, 0.81847, 3.18170)
C (4.15693, 1.12628, 2.27115)
O (5.12552, 1.63919, 2.67690)
F (4.01075, 0.73706, 0.98638)
C (3.55009, -0.21566, 4.08247)
O (4.00633, -0.00391, 5.12186)
F (3.44294, -1.49423, 3.60687)
H (1.06362, 1.15999, -1.72642)
H (2.23246, -0.09668, -1.00137)
H (1.19370, -0.47724, -2.40180)
H (-0.67828, -0.94461, -1.26155)
H (-0.66699, 1.65750, -0.26915)
H (-1.84042, 0.37356, 0.12487)
C (7.69154, 1.72855, 0.37572)
Cl (6.90215, 0.60360, -0.73475)
Cl (9.18214, 1.03138, 1.01762)
Cl (8.02050, 3.26849, -0.43284)
H (7.01745, 1.91784, 1.20600)
C (-3.33653, -2.02593, 2.33974)
Cl (-1.79943, -2.32540, 3.15375)
Cl (-3.99552, -0.46221, 2.81906)
Cl (-3.13335, -2.08579, 0.58503)
H (-4.03548, -2.80432, 2.62857)
C (2.11492, 5.02155, -0.20311)
Cl (1.01331, 4.59031, -1.51747)
Cl (3.33095, 6.17575, -0.76378)
Cl (1.21613, 5.67887, 1.17000)
H (2.62431, 4.12025, 0.12289)
C (-6.36042, -4.48883, 0.14278)
Cl (-4.82456, -4.79527, 0.96105)
Cl (-7.03720, -2.93646, 0.64913)
Cl (-6.14256, -4.52947, -1.60779)
H (-7.05712, -5.27336, 0.42195)
C (-1.84148, 8.13038, 2.64927)
Cl (-2.79605, 6.98709, 1.70129)
Cl (-0.42979, 7.31460, 3.33237)
Cl (-1.35528, 9.50610, 1.65373)
H (-2.45042, 8.49974, 3.46782)
C (4.52992, 0.02175, -3.77585)
Cl (4.88673, -0.96517, -2.35246)
Cl (4.07797, -1.00171, -5.14314)
Cl (3.25352, 1.18585, -3.41300)
H (5.42511, 0.57391, -4.04375)
C (-5.46674, 4.11756, 0.51413)
Cl (-4.11943, 4.89729, -0.31979)
Cl (-6.54920, 3.34072, -0.64885)
Cl (-4.83990, 2.94646, 1.67492)
H (-6.03082, 4.87049, 1.05517)
C (8.00845, 6.89952, -1.15775)
Cl (6.93281, 7.53220, -2.40737)
Cl (9.69922, 7.20386, -1.58159)
Cl (7.62161, 7.60646, 0.41381)
H (7.86188, 5.82701, -1.09265)
C (-3.73599, 1.89374, -2.55005)
Cl (-2.43213, 2.77337, -3.35532)
Cl (-4.82470, 1.16764, -3.73678)
Cl (-3.07356, 0.65789, -1.46920)
H (-4.30464, 2.59841, -1.95200)
C (-2.05364, -5.01545, -1.89725)
Cl (-2.84125, -6.15926, -2.99392)
Cl (-0.57078, -5.70785, -1.23353)
Cl (-1.71302, -3.49025, -2.72561)
H (-2.73264, -4.81101, -1.07425)
C (11.76035, 6.99033, 1.54754)
Cl (12.56056, 8.56125, 1.42628)
Cl (12.95223, 5.69679, 1.72208)
Cl (10.62148, 6.97389, 2.89752)
H (11.20430, 6.82009, 0.63188)
C (-6.40914, -8.60421, -0.00365)
Cl (-7.46584, -7.98380, -1.27516)
Cl (-4.71334, -8.34885, -0.42818)
Cl (-6.76693, -7.83208, 1.54640)
H (-6.58626, -9.67026, 0.09562)
C (-9.37377, -7.63887, -4.85643)
Cl (-10.92415, -6.91242, -4.42124)
Cl (-8.03747, -6.72561, -4.14601)
Cl (-9.31362, -9.32927, -4.34457)
H (-9.27292, -7.60602, -5.93624)
C (-2.73258, -8.71006, 2.76560)
Cl (-1.87949, -7.17354, 2.57868)
Cl (-1.58356, -10.03523, 2.97974)
Cl (-3.85935, -8.64020, 4.12637)
H (-3.30224, -8.89509, 1.86090)

* ΔE to the lowest compared entry with this formula, charge and spin: 69.6 kJ/mol
* 2S+1: 1
* electronic energy: -23666.7677 hartree
* frontier orbital gap: 10.186 eV

Atom charges from the Löwdin analysis, given in e for atoms 1 to 5: atom 1 (C): -0.1989, atom 2 (C): -0.6569, atom 3 (Br): 0.6973, atom 4 (C): -0.3329, atom 5 (O): -0.3811

***

A structure of composition C36H23CaCl7N2O6PS in a non-equilibrium geometry, computed with ωB97M-V/def2-TZVPD.

Geometry (Å):
Ca (-0.17803, 0.70723, 0.97411)
Cl (-3.23670, 7.52973, 0.13879)
C (-2.36007, 6.04120, -0.00226)
C (-2.84578, 4.87312, 0.58155)
Cl (-4.33846, 4.90819, 1.45739)
C (-2.14575, 3.68738, 0.46342)
Cl (-2.76743, 2.20689, 1.20225)
C (-0.91056, 3.58910, -0.23253)
O (-0.25245, 2.50406, -0.31814)
C (-0.44856, 4.79916, -0.81141)
Cl (1.05650, 4.72409, -1.66327)
C (-1.15551, 5.98495, -0.70003)
Cl (-0.53451, 7.42451, -1.44229)
Cl (1.00769, -1.69626, 2.68023)
C (0.19713, -1.83631, 4.23325)
C (0.38671, -3.02909, 4.90558)
C (-0.21618, -3.21836, 6.14044)
C (-0.99081, -2.19507, 6.65983)
C (-1.15700, -1.01543, 5.95250)
Cl (-2.16064, 0.20040, 6.72031)
C (-0.58275, -0.76022, 4.69731)
S (-0.83094, 0.73702, 3.82471)
H (1.00795, -3.79334, 4.45923)
H (-0.08128, -4.14288, 6.68518)
H (-1.47954, -2.29207, 7.61948)
C (1.86746, 3.56916, 3.16687)
C (2.55089, 2.49723, 2.39637)
N (1.94576, 1.61544, 1.63252)
C (2.93975, 0.79724, 1.12892)
C (4.15300, 1.20461, 1.60107)
N (3.88199, 2.28477, 2.40471)
C (5.56663, 0.77827, 1.47645)
O (5.82694, -0.21465, 0.65333)
O (6.42371, 1.36947, 2.09827)
C (2.62964, -0.32781, 0.17769)
O (3.57518, -0.98461, -0.29199)
O (1.40237, -0.51883, -0.06384)
H (1.16776, 4.09818, 2.52026)
H (2.58038, 4.28638, 3.57104)
H (1.29886, 3.11770, 3.98251)
H (4.59217, 2.78881, 2.91014)
H (4.96502, -0.54641, 0.23131)
O (-1.47838, -0.32529, -0.58227)
P (-1.01749, -1.14906, -1.76724)
C (-2.43078, -1.35787, -2.87726)
C (-3.71201, -1.20099, -2.35824)
C (-4.81899, -1.40926, -3.17130)
C (-4.65109, -1.77517, -4.49849)
C (-3.37324, -1.92655, -5.02338)
C (-2.26750, -1.71441, -4.21448)
C (-0.56891, -2.81919, -1.28578)
C (-0.79680, -3.19036, 0.03435)
C (-0.53534, -4.49006, 0.44651)
C (-0.05652, -5.42354, -0.45837)
C (0.16200, -5.06123, -1.78292)
C (-0.09509, -3.76422, -2.19508)
C (0.22993, -0.37729, -2.77741)
C (-0.12565, 0.86456, -3.30947)
C (0.77154, 1.56347, -4.09749)
C (2.01881, 1.01668, -4.37436)
C (2.37465, -0.21383, -3.84222)
C (1.48692, -0.91071, -3.03399)
H (-3.83538, -0.89957, -1.32571)
H (-5.81362, -1.27830, -2.76502)
H (-5.51632, -1.93412, -5.12979)
H (-3.23643, -2.19849, -6.06195)
H (-1.27316, -1.80588, -4.63703)
H (-1.16450, -2.46852, 0.75161)
H (-0.69738, -4.75696, 1.48279)
H (0.15159, -6.43461, -0.13175)
H (0.53625, -5.78889, -2.49114)
H (0.07819, -3.49307, -3.22974)
H (-1.08650, 1.30843, -3.07695)
H (0.50354, 2.53994, -4.47880)
H (2.72400, 1.56508, -4.98613)
H (3.36203, -0.61850, -4.02166)
H (1.80116, -1.82516, -2.55112)

* ΔE to the lowest compared entry with this formula, charge and spin: 58.3 kJ/mol
* total charge: -1
* 2S+1: 1
* electronic energy: -6585.5637 hartree
* frontier orbital gap: 7.100 eV

Atom charges from the Löwdin analysis, given in e for atoms 1 to 5: atom 1 (Ca): 1.1168, atom 2 (Cl): 0.6269, atom 3 (C): -0.7276, atom 4 (C): -0.7060, atom 5 (Cl): 0.6610

***

A cluster of 2 separate species, C5H9NO in total in a non-equilibrium geometry, computed with ωB97M-V/def2-TZVPD.

Geometry (Å):
C (0.44926, 2.01773, 1.15421)
C (-0.77327, 2.52237, 0.70697)
N (-1.18822, 1.68293, -0.33107)
C (-0.38632, 0.59663, -0.49761)
C (0.69042, 0.87017, 0.38855)
C (-0.51309, -0.55374, -1.48269)
H (1.09361, 2.58794, 1.80634)
H (-1.22122, 3.50155, 0.85568)
H (-2.04570, 2.02471, -0.74077)
H (1.79421, 0.54986, 0.26875)
H (0.45947, -0.71918, -1.89938)
H (-1.02105, -1.34204, -0.92388)
H (-1.22077, -0.29084, -2.27250)
H (2.22468, -4.91556, 0.58796)
H (1.27092, -5.93013, 0.00309)
O (1.29728, -5.02544, 0.35928)

* ΔE to the lowest compared entry with this formula, charge and spin: 50.2 kJ/mol
* total charge: +1
* 2S+1: 2
* electronic energy: -325.5964 hartree
* frontier orbital gap (alpha / beta): 10.325 / 6.398 eV

Atom charges from the Löwdin analysis, given in e for atoms 1 to 5: atom 1 (C): -0.0090, atom 2 (C): 0.0435, atom 3 (N): 0.1099, atom 4 (C): -0.1666, atom 5 (C): 0.0324

***

> What is the 2S+1 in the second record?

1